P:
Formula: C2H4N2OS2
Source: the Open Molecules 2025 dataset
Level of theory: ωB97M-V/def2-TZVPD

Each atom is followed by the atoms it is bonded to, with distances in Å.
Element x y z (Å)
1 O -2.680 -1.752 -0.154  C2 1.179
2 C -1.885 -0.887 -0.064  O1 1.179, S3 1.901, H8 1.197
3 S -1.517 0.327 1.352  C2 1.901, N4 1.749
4 N -0.379 1.189 0.342  S3 1.749, C5 1.445, H9 1.229
5 C 0.982 1.064 -0.124  N4 1.445, N6 1.221, H10 1.085
6 N 1.702 0.093 0.046  C5 1.221, S7 1.748
7 S 1.618 -1.425 0.908  N6 1.748, H11 1.679
8 H -1.037 -0.866 -0.909  C2 1.197
9 H -0.780 2.044 -0.444  N4 1.229
10 H 1.261 1.980 -0.635  C5 1.085
11 H 2.714 -1.766 -0.317  S7 1.679

Values from the calculation:
SMILES: O=CSN/C=N\S
HOMO energy: -8.6 eV
HOMO-LUMO gap: 8.68 eV

Here are the Löwdin charges for atoms 1 to 4, given in e: O 0.00; C -0.55; S 0.84; N -0.46

***

Q:
Formula: C2H4N2OS2
Source: the Open Molecules 2025 dataset
Level of theory: ωB97M-V/def2-TZVPD

Each atom is followed by the atoms it is bonded to, with distances in Å.
Element x y z (Å)
1 N 0.319 -1.908 0.726  C2 1.435, H8 0.995, H9 1.112
2 C -0.499 -0.868 0.170  N1 1.435, N3 1.287, C5 1.573
3 N -1.716 -1.066 -0.201  C2 1.287, O4 1.449
4 O -2.442 0.166 -0.440  N3 1.449, H10 0.930
5 C 0.481 0.306 -0.197  C2 1.573, S6 1.632, S7 1.641
6 S 2.024 -0.166 -0.442  C5 1.632
7 S 0.032 1.771 0.389  C5 1.641, H11 1.472
8 H -0.101 -2.794 0.555  N1 0.995
9 H 1.394 -1.627 0.660  N1 1.112
10 H -3.336 0.002 -0.633  O4 0.930
11 H -1.427 1.604 0.275  S7 1.472

Values from the calculation:
SMILES: N/C(=N/O)C(=S)S
HOMO energy: -8.6 eV
HOMO-LUMO gap: 7.54 eV

Here are the Löwdin charges for atoms 1 to 4, given in e: N 0.02; C -0.46; N 0.05; O -0.13

***

Here is how they stack up, most stable first: Q, P.

***

P:
Formula: C2H4N2OS2
Source: the Open Molecules 2025 dataset
Level of theory: ωB97M-V/def2-TZVPD

Each atom is followed by the atoms it is bonded to, with distances in Å.
Element x y z (Å)
1 O 1.964 1.598 0.002  N2 1.274, H8 1.003
2 N 1.033 0.738 0.135  O1 1.274, C3 1.354
3 C 1.410 -0.539 -0.110  N2 1.354, S4 1.710, H9 1.089
4 S 0.162 -1.707 -0.160  C3 1.710, N5 1.573
5 N -1.088 -0.976 0.454  S4 1.573, C6 1.420, H10 1.219
6 C -1.735 -0.044 -0.400  N5 1.420, S7 1.653, H11 1.290
7 S -3.241 0.532 -0.040  C6 1.653
8 H 1.500 2.472 0.164  O1 1.003
9 H 2.433 -0.897 -0.215  C3 1.089
10 H -1.561 -1.407 1.492  N5 1.219
11 H -0.876 0.230 -1.323  C6 1.290

Values from the calculation:
SMILES: O/N=C/SNC=S
HOMO energy: -8.5 eV
HOMO-LUMO gap: 8.70 eV

Here are the Löwdin charges for atoms 1 to 4, given in e: O -0.05; N -0.16; C -0.43; S 0.86

***

Q:
Formula: C2H4N2OS2
Source: the Open Molecules 2025 dataset
Level of theory: ωB97M-V/def2-TZVPD

Each atom is followed by the atoms it is bonded to, with distances in Å.
Element x y z (Å)
1 N -2.372 0.092 0.151  N2 1.409, H8 1.002, H9 1.033
2 N -1.032 0.382 -0.176  N1 1.409, C3 1.387, H10 1.055
3 C 0.043 -0.488 -0.079  N2 1.387, O4 1.200, C5 1.472
4 O -0.063 -1.677 0.041  C3 1.200
5 C 1.331 0.222 -0.014  C3 1.472, S6 1.635, S7 1.826
6 S 1.542 1.843 0.045  C5 1.635
7 S 2.719 -0.965 0.007  C5 1.826, H11 1.325
8 H -2.278 -0.641 0.828  N1 1.002
9 H -2.778 -0.104 -0.779  N1 1.033
10 H -0.800 1.399 -0.021  N2 1.055
11 H 3.690 -0.063 -0.004  S7 1.325

Values from the calculation:
SMILES: NNC(=O)C(=S)S
HOMO energy: -9.2 eV
HOMO-LUMO gap: 7.83 eV

Here are the Löwdin charges for atoms 1 to 4, given in e: N 0.04; N -0.08; C -0.63; O 0.05

***

R:
Formula: C2H4N2OS2
Source: the Open Molecules 2025 dataset
Level of theory: ωB97M-V/def2-TZVPD

Each atom is followed by the atoms it is bonded to, with distances in Å.
Element x y z (Å)
1 N -1.398 -1.179 0.467  C2 1.350, H8 1.033, H9 1.024
2 C -0.535 -0.583 1.317  N1 1.350, S3 1.635, O4 1.378
3 S -0.477 -0.807 2.935  C2 1.635
4 O 0.243 0.334 0.644  C2 1.378, C5 1.382
5 C 0.784 -0.032 -0.574  O4 1.382, N6 1.270, H10 1.122
6 N 1.207 0.855 -1.379  C5 1.270, S7 1.698
7 S 1.130 2.488 -0.922  N6 1.698, H11 1.282
8 H -1.476 -1.001 -0.548  N1 1.033
9 H -1.907 -1.985 0.842  N1 1.024
10 H 0.972 -1.125 -0.746  C5 1.122
11 H 1.458 3.034 -2.035  S7 1.282

Values from the calculation:
SMILES: NC(=S)O/C=N\S
HOMO energy: -9.0 eV
HOMO-LUMO gap: 9.55 eV

Here are the Löwdin charges for atoms 1 to 4, given in e: N 0.09; C -0.97; S 0.68; O -0.12

***

Here is how they stack up, most stable first: R, Q, P.

***

P:
Formula: C2H4N2O4
Source: the Open Molecules 2025 dataset
Level of theory: ωB97M-V/def2-TZVPD

Each atom is followed by the atoms it is bonded to, with distances in Å.
Element x y z (Å)
1 N 0.577 -1.472 1.327  C2 1.379, H9 1.010, H10 1.010
2 C 1.119 -0.647 0.365  N1 1.379, O3 1.220, O4 1.370
3 O 1.638 -1.075 -0.653  C2 1.220
4 O 0.843 0.647 0.722  C2 1.370, N5 1.415
5 N 0.426 1.241 -0.493  O4 1.415, C6 1.392, H11 1.012
6 C -0.858 0.939 -0.939  N5 1.392, O7 1.219, O8 1.351
7 O -1.265 1.220 -2.053  C6 1.219
8 O -1.714 0.560 0.035  C6 1.351, H12 0.978
9 H 0.547 -2.458 1.110  N1 1.010
10 H 0.110 -1.056 2.120  N1 1.010
11 H 1.151 1.580 -1.112  N5 1.012
12 H -2.575 0.521 -0.427  O8 0.978

Values from the calculation:
SMILES: NC(=O)ONC(=O)O
HOMO energy: -10.6 eV
HOMO-LUMO gap: 11.11 eV

Here are the Löwdin charges for atoms 1 to 4, given in e: N 0.18; C -0.59; O 0.09; O 0.03

***

Q:
Formula: C2H4N2O4
Source: the Open Molecules 2025 dataset
Level of theory: ωB97M-V/def2-TZVPD

Each atom is followed by the atoms it is bonded to, with distances in Å.
Element x y z (Å)
1 O -2.526 -1.464 -1.731  C2 1.257
2 C -1.577 -0.719 -1.380  O1 1.257, N3 1.447, H9 1.226
3 N -1.465 0.502 -0.612  C2 1.447, O4 1.408, H10 1.088
4 O -0.124 0.922 -0.526  N3 1.408, C5 1.521
5 C 0.597 0.226 0.618  O4 1.521, O6 1.216, N7 1.383
6 O -0.068 -0.327 1.473  C5 1.216
7 N 1.882 0.722 0.494  C5 1.383, O8 1.383, H11 1.221
8 O 2.718 0.089 1.396  N7 1.383, H12 1.086
9 H -0.405 -0.871 -1.705  C2 1.226
10 H -1.802 0.372 0.415  N3 1.088
11 H 2.444 0.553 -0.576  N7 1.221
12 H 2.729 0.567 2.371  O8 1.086

Values from the calculation:
SMILES: O=CNOC(=O)NO
HOMO energy: -10.1 eV
HOMO-LUMO gap: 10.33 eV

Here are the Löwdin charges for atoms 1 to 4, given in e: O 0.01; C -0.26; N -0.01; O -0.11

***

Here is how they stack up, most stable first: P, Q.